{
  "formula": "C20H29N3O4S",
  "method": "ωB97M-V/def2-TZVPD",
  "charge": 0,
  "energy_ha": -1642.17431,
  "symbols": ["C", "H", "H", "H", "C", "C", "C", "C", "C", "C", "C", "H", "H", "S", "O", "O", "N", "C", "H", "C", "N", "C", "O", "C", "C", "H", "H", "C", "N", "C", "O", "C", "H", "H", "H", "C", "C", "H", "H", "H", "H", "H", "H", "H", "C", "H", "C", "H", "H", "H", "H", "H", "H", "H", "H", "H", "H"],
  "positions_angstrom": [[6.697816, 3.460691, 0.219015], [7.304662, 2.912073, -0.667585], [7.122572, 4.590896, 0.079401], [7.008192, 2.996440, 1.057664], [5.154030, 3.184613, -0.184641], [4.641238, 1.838005, 0.058572], [4.292062, 1.188901, 1.384599], [4.006774, -0.000283, 1.141456], [3.943426, -0.726503, -0.002984], [4.347358, -0.216142, -1.130534], [4.601932, 1.366782, -1.140784], [4.806135, 1.726475, -2.204956], [4.311551, -0.959781, -2.124860], [3.475068, -2.367458, 0.172101], [3.958531, -3.163661, -1.134686], [3.604061, -3.023993, 1.570268], [1.831707, -2.525244, -0.013500], [1.011494, -1.866095, 1.116418], [1.572843, -2.123546, 1.886143], [-0.454950, -2.161632, 0.994515], [-0.957760, -1.742560, -0.490769], [-1.862098, -0.597634, -0.490201], [-1.888368, -0.146506, -1.719738], [-2.590529, -0.087127, 0.715386], [-3.187987, 1.374553, -0.052574], [-2.364247, 1.888128, -0.275997], [-3.535100, 1.480641, 1.110357], [-4.323074, 1.195054, -0.811988], [-5.391064, 0.050792, -0.139528], [-6.519183, 0.308718, 0.290533], [-7.217062, -0.403496, 0.702219], [-7.107967, 1.731258, -0.103714], [-8.060295, 1.831613, 0.430243], [-7.113170, 1.891193, -1.054635], [-6.500590, 2.410063, 0.568856], [-4.687090, -1.017679, -0.004385], [-3.579912, -1.128601, 0.820734], [-3.185725, -2.108692, 1.409644], [-4.049451, -0.749841, 1.956221], [-5.636034, -1.757107, 0.402588], [-4.253894, -1.665389, -0.834409], [-4.968853, 2.070264, -0.721594], [-4.073389, 0.605843, -1.699600], [-1.876259, -0.097702, 1.391073], [-0.248668, -2.228698, -1.574517], [-0.394098, -1.953461, -2.443824], [1.412374, -2.018501, -1.311473], [2.070211, -2.551513, -2.071647], [1.463081, -0.724757, -1.557791], [-0.373834, -3.312591, -1.437703], [-0.979675, -1.759107, 1.655484], [-0.471777, -3.258110, 0.838897], [1.317618, -0.650761, 0.962979], [3.862956, -0.599142, 2.292653], [4.531685, 1.826494, 2.246070], [4.684596, 4.014923, 0.980320], [4.818146, 3.748895, -1.053765]],
  "atomic_forces_ev_per_a": [[0.284, 1.521, -7.321], [-0.985, 0.979, 1.880], [-1.610, -2.676, 0.754], [0.716, -1.199, 3.067], [1.006, 6.035, 7.141], [0.373, 3.443, 2.431], [3.398, 8.067, -3.679], [-2.396, -7.039, 8.505], [0.166, -1.441, 0.911], [-0.012, 2.093, -6.195], [-0.899, -8.831, -4.632], [-0.128, 0.135, 2.166], [0.359, 2.367, 2.745], [0.497, -8.628, -1.109], [-0.961, 3.410, 5.190], [0.746, 2.964, -4.248], [-1.980, 2.333, -0.194], [1.103, 4.541, -5.338], [1.408, -1.511, 4.371], [5.124, -4.457, -9.844], [-2.874, 3.717, 6.324], [4.996, -1.437, -7.733], [-1.222, -0.536, 4.493], [-0.414, 0.599, -9.246], [0.015, -4.360, 11.190], [2.726, 2.258, -1.288], [0.296, 2.029, -2.474], [-5.566, -2.639, -1.158], [9.841, 7.058, -5.251], [1.363, 13.381, -5.826], [-11.326, -12.349, 7.991], [1.317, -0.700, 8.637], [-0.131, -0.472, -0.784], [0.024, 1.401, -5.711], [-0.270, 0.111, -1.447], [-3.123, -11.587, -1.092], [0.025, 0.012, 12.035], [-0.934, 1.630, -2.683], [0.597, -0.684, -2.087], [2.908, 0.952, -0.751], [-1.537, 1.357, -1.128], [0.418, 0.010, -1.430], [-0.566, 1.195, -0.692], [2.679, 1.171, 4.003], [5.778, -4.957, 8.900], [-2.194, 3.138, -8.075], [-1.797, 2.217, -2.646], [-1.289, 0.820, 0.736], [0.395, -3.463, 1.272], [0.175, -0.182, -0.873], [-4.661, 2.994, 5.566], [-0.579, 0.279, 1.132], [-1.452, -2.741, 0.518], [0.054, 1.024, -3.744], [-0.609, -0.904, -0.095], [0.578, -2.028, -3.309], [0.145, -0.422, 0.125]]
}